# C56H47AsN2O6P2PbS4

A molecular structure, C56H47AsN2O6P2PbS4 at a distorted geometry (ωB97M-V/def2-TZVPD, the OMol25 dataset).

XYZ file:
```
119
Properties=species:S:1:pos:R:3:forces:R:3
Pb 9.386 -15.428 -12.734 -0.13 -0.62 -0.71
As 15.219 -17.498 -15.657 -0.01 0.18 -0.51
S 12.927 -17.691 -14.936 -0.04 -0.59 0.34
S 15.447 -17.629 -17.728 0.03 -0.21 0.16
S 13.142 -18.086 -12.968 0.04 0.01 -0.13
S 13.673 -15.825 -15.369 0.04 0.53 0.17
P 8.158 -16.319 -15.932 -0.55 -0.05 -0.55
P 9.848 -12.975 -15.381 -0.09 -1.44 -0.36
O 6.863 -18.932 -11.324 0.89 0.23 0.16
O 10.241 -17.787 -11.890 -1.06 -0.29 -0.03
O 10.643 -12.997 -11.551 0.09 0.89 -1.58
O 7.700 -17.065 -12.265 0.67 -1.16 1.09
O 7.833 -14.201 -13.890 -0.06 0.60 -0.02
O 9.344 -16.219 -8.699 0.55 0.00 0.28
N 8.454 -14.051 -17.500 -0.59 -0.45 -0.25
N 9.756 -14.760 -10.421 0.30 -0.02 0.36
C 7.746 -12.795 -19.488 -0.23 0.50 -1.42
C 7.812 -12.576 -20.873 -0.60 0.08 -0.18
C 8.468 -12.913 -16.609 0.41 0.38 -0.27
C 10.948 -19.271 -9.796 2.48 0.63 -0.28
C 8.901 -17.356 -17.312 0.61 1.22 1.66
C 8.798 -20.207 -9.505 0.38 -0.84 0.90
C 10.285 -17.157 -17.404 -0.08 -0.64 -0.11
C 4.676 -17.026 -13.892 -1.57 -0.69 -0.19
C 12.450 -12.231 -15.592 0.94 -0.50 0.07
C 8.444 -13.824 -18.908 1.22 -0.26 0.81
C 7.710 -10.722 -12.560 1.01 -0.53 -1.18
C 9.593 -20.193 -15.203 -0.99 -2.44 2.37
C 11.657 -13.723 -9.524 -1.37 -2.04 0.20
C 9.267 -14.639 -19.677 0.29 0.11 -1.09
C 8.606 -13.400 -21.677 0.01 0.49 0.92
C 10.328 -18.601 -19.351 -2.03 -0.16 -0.15
C 9.014 -21.186 -12.659 -0.14 -0.39 1.75
C 10.955 -17.819 -18.425 2.30 0.33 0.39
C 13.097 -14.148 -7.256 -0.21 0.75 -1.00
C 5.655 -16.351 -14.576 0.94 -1.11 -1.07
C 11.257 -12.198 -16.329 0.02 0.50 0.82
C 4.505 -18.440 -13.983 0.89 1.49 0.26
C 7.450 -15.051 -17.124 -0.22 0.36 0.38
C 9.402 -21.584 -14.992 -0.35 0.81 0.11
C 6.582 -17.118 -15.400 -0.41 0.79 1.24
C 10.551 -20.648 -7.869 -0.72 -0.38 0.93
C 12.506 -11.326 -18.180 -0.90 0.42 0.62
C 8.249 -18.131 -18.238 -0.87 -0.56 -0.79
C 6.450 -18.491 -15.390 -0.48 -0.29 0.16
C 12.028 -14.988 -7.496 -1.23 -1.02 0.55
C 9.683 -19.472 -10.292 -0.86 0.12 0.09
C 12.678 -12.884 -9.308 0.84 1.06 0.28
C 9.233 -20.815 -8.302 0.35 1.11 -1.52
C 9.382 -9.390 -13.559 -0.49 -0.84 0.19
C 11.278 -11.652 -17.610 -0.43 -0.80 0.24
C 9.038 -22.046 -13.723 0.51 -0.26 -1.25
C 13.394 -13.102 -8.138 1.53 0.54 0.82
C 5.437 -19.156 -14.682 0.12 1.86 -0.24
C 9.199 -11.696 -14.293 -0.42 1.29 1.53
C 10.050 -15.379 -9.220 -0.67 -0.38 -0.15
C 8.116 -11.811 -13.336 0.03 -1.00 -1.11
C 9.221 -19.834 -12.824 0.34 0.37 1.14
C 7.230 -13.115 -13.286 0.18 0.29 0.78
C 9.420 -19.367 -14.100 0.96 0.10 -0.53
C 13.671 -11.372 -17.442 1.61 -0.05 0.18
C 9.372 -14.368 -21.065 0.16 -1.79 1.39
C 9.852 -10.464 -14.330 -1.03 0.73 0.69
C 6.816 -13.522 -11.832 1.96 1.86 0.96
C 8.322 -9.485 -12.669 0.01 -0.46 -0.45
C 8.930 -18.742 -19.287 0.31 -0.27 0.01
C 10.662 -13.775 -10.629 -0.22 -0.06 0.93
C 9.292 -18.812 -11.612 -0.34 -0.53 -0.71
C 11.416 -19.877 -8.625 -0.42 0.15 0.28
C 13.704 -11.823 -16.108 -2.08 0.00 -0.32
C 7.817 -18.232 -11.656 -0.44 1.72 -1.28
C 11.323 -14.765 -8.654 -0.36 0.42 -0.46
H 12.408 -19.704 -8.210 -0.08 0.16 -0.47
H 7.168 -11.801 -21.343 0.62 -0.52 0.44
H 8.545 -11.978 -17.161 0.10 0.11 -0.18
H 10.847 -19.108 -20.128 0.59 -0.26 -0.42
H 14.602 -11.072 -17.960 -0.51 -0.17 0.47
H 10.825 -21.036 -6.861 0.03 0.18 -0.99
H 5.924 -13.048 -11.451 -0.58 0.01 -0.10
H 5.411 -20.191 -14.646 0.03 -1.91 -0.16
H 5.755 -15.278 -14.472 0.16 -0.09 -0.05
H 9.843 -15.452 -19.187 -0.45 0.77 -0.51
H 6.865 -10.873 -11.957 -0.99 -0.07 0.94
H 8.401 -19.374 -20.020 0.26 0.43 0.46
H 9.665 -18.339 -14.198 -0.08 0.99 -0.27
H 8.496 -21.361 -7.763 -0.28 -0.40 0.62
H 7.551 -12.828 -16.049 -0.45 -0.10 0.39
H 3.895 -16.477 -13.346 0.63 -0.07 -0.04
H 13.682 -14.271 -6.391 0.66 -0.07 0.97
H 3.750 -18.943 -13.411 -0.31 -0.04 0.18
H 12.835 -12.070 -10.011 0.30 -0.03 0.20
H 6.771 -14.579 -11.769 -0.56 -1.09 -0.10
H 7.764 -20.321 -9.790 -0.01 0.07 -0.22
H 12.491 -10.908 -19.160 0.28 0.08 -0.69
H 8.868 -23.114 -13.612 0.04 0.13 0.24
H 7.169 -18.263 -18.145 0.19 0.03 -0.07
H 10.868 -16.571 -16.676 -0.56 -0.22 -0.35
H 11.672 -18.597 -10.342 -0.98 -0.93 0.70
H 12.064 -17.778 -18.476 -0.76 0.24 0.14
H 10.322 -11.587 -18.150 0.65 0.10 -0.08
H 7.142 -19.117 -15.912 0.49 -0.14 -0.28
H 6.520 -14.551 -16.748 0.61 -0.43 0.05
H 7.133 -12.167 -18.876 -0.31 0.32 0.24
H 9.840 -19.802 -16.126 0.52 0.73 -1.79
H 8.919 -21.596 -11.641 -0.20 0.26 -0.56
H 9.776 -8.439 -13.704 1.04 1.52 -0.27
H 12.389 -12.694 -14.597 0.20 0.30 -0.28
H 10.666 -10.277 -15.015 0.04 -0.04 0.01
H 14.253 -12.438 -7.864 -0.85 -0.62 -0.37
H 7.176 -15.582 -18.028 -0.16 -0.23 -0.09
H 7.908 -8.623 -12.141 0.35 -0.16 -0.11
H 6.278 -12.819 -13.799 0.32 -0.22 -0.09
H 8.691 -13.284 -22.732 -0.14 0.28 -0.62
H 14.575 -11.868 -15.453 -0.05 0.05 -0.51
H 11.096 -18.149 -12.203 0.06 0.02 -0.23
H 7.613 -13.237 -11.055 -0.77 -0.27 -1.21
H 9.504 -22.343 -15.760 0.06 0.33 -0.30
H 10.008 -15.064 -21.618 -0.14 0.46 -0.14
H 11.649 -15.756 -6.772 0.70 0.68 -0.76
```
Positions in Å, forces in eV/Å.

Values from the calculation:
Calculated total energy   -202109.2573 eV
HOMO-LUMO gap   6.89 eV
Total charge   -2
Lowest unoccupied orbital energy   3.88 eV
Multiplicity   1
E_HOMO   -0.1106 hartree



# C56H47Cl2ErFINO2P2Si

A molecular structure, C56H47Cl2ErFINO2P2Si at a distorted geometry (ωB97M-V/def2-TZVPD, the OMol25 dataset).

XYZ file:
```
114
Properties=species:S:1:pos:R:3:forces:R:3
Er -0.125 1.849 1.799 -1.06 -1.13 2.13
I -2.100 -0.195 -0.096 -0.82 -0.58 0.21
Cl 8.178 1.525 1.924 0.73 -0.07 -0.15
Cl -0.493 3.371 -0.231 -0.62 1.34 -1.85
P -0.628 -3.161 0.288 1.16 0.38 0.13
P 0.050 1.896 -3.101 0.10 -1.11 0.51
Si -2.562 0.921 4.553 -0.20 0.89 -1.03
F -0.077 3.980 2.969 -0.16 -0.19 -0.25
O 1.872 2.678 1.498 0.44 -0.99 -0.15
O 1.591 0.480 1.853 1.44 1.89 -0.83
N -1.079 1.607 3.810 -0.35 0.30 0.73
C -2.145 1.756 -4.773 -0.13 -0.84 -1.49
C -0.127 2.260 4.654 0.68 -0.59 -1.49
C -0.985 5.653 -1.744 0.42 -1.28 0.51
C 4.510 2.423 0.797 -0.26 1.68 -0.57
C -0.035 -2.820 -2.386 1.17 -0.65 -0.49
C -0.134 0.648 -5.632 -0.29 -0.27 -0.25
C 3.664 2.963 -4.759 0.15 1.75 -1.01
C -0.507 -5.248 2.284 2.23 1.30 0.02
C -2.758 1.510 6.314 1.78 0.42 0.99
C 0.824 -2.753 -3.479 0.75 -0.82 0.25
C 1.402 -3.708 2.075 -0.56 -0.23 -0.68
C -0.466 4.406 -4.223 0.21 1.36 0.49
C -3.470 -3.224 0.120 1.36 1.08 -0.62
C -2.758 1.395 -5.993 -0.09 0.68 0.77
C 1.813 1.915 -3.639 0.07 0.55 -0.73
C -0.807 1.398 -4.635 1.15 -0.53 -0.53
C -0.762 4.260 -1.812 0.66 1.00 -1.38
C 4.359 1.775 -4.867 -2.25 -0.52 1.33
C 0.150 -4.172 1.591 -0.26 -0.80 0.98
C 1.252 -5.151 3.970 0.24 -0.48 0.13
C 2.389 1.497 1.527 -2.32 -0.50 0.49
C -2.221 -5.270 -0.270 -0.18 0.59 -0.67
C -4.152 1.472 3.599 0.20 0.44 0.31
C 3.786 1.363 1.266 0.72 -2.01 0.89
C -4.593 -5.283 -0.734 1.26 0.57 0.66
C -0.816 0.233 -6.811 1.32 0.13 1.36
C -2.088 0.662 -6.997 -2.55 1.41 -0.25
C 1.712 3.913 4.539 0.38 -0.27 0.40
C 1.563 2.398 6.411 0.07 -1.48 1.12
C -0.928 6.384 -2.910 -0.37 0.21 -0.92
C -4.842 -1.274 0.602 1.81 0.12 -0.46
C 5.877 2.439 0.855 0.76 -1.06 0.43
C -4.650 -3.956 -0.212 0.17 -0.19 -0.11
C -0.642 5.789 -4.142 -0.57 -0.62 0.75
C 5.832 0.209 1.840 1.33 0.18 0.15
C 2.401 -4.156 -2.286 0.83 1.13 0.06
C -0.473 3.640 -3.053 0.27 -0.12 1.18
C 1.597 -4.180 -1.145 -0.83 -0.43 -1.12
C 3.795 0.644 -4.264 0.01 0.11 0.23
C 1.960 -4.210 3.245 -0.92 0.56 -0.69
C 2.274 3.339 5.708 -0.14 1.21 -1.59
C -2.524 -0.907 4.323 -0.86 -1.21 0.87
C 2.563 0.707 -3.596 -0.27 0.88 0.50
C -3.390 -5.943 -0.705 0.27 0.61 0.60
C 0.496 3.403 4.099 0.89 -0.13 1.17
C -2.222 -3.919 0.014 -0.68 -0.99 0.02
C 4.457 0.205 1.732 0.24 -0.09 -0.73
C 0.345 -3.547 -1.253 -0.09 0.51 1.46
C -5.900 -3.346 -0.047 0.40 -0.07 -0.50
C 6.555 1.359 1.466 -1.76 0.57 -0.16
C 2.360 3.059 -4.260 1.06 -1.11 0.74
C 2.079 -3.390 -3.430 -0.66 -0.70 0.36
C -3.577 -1.783 0.390 -0.85 -0.45 -0.12
C 0.489 1.725 5.827 -0.86 1.88 -0.69
C -5.942 -2.071 0.366 -1.65 0.24 0.73
C 0.107 -5.747 3.436 -0.10 0.38 -0.15
H -2.551 -1.228 3.290 -0.06 0.15 -0.53
H -6.892 -1.607 0.533 -0.51 0.18 -0.03
H -3.754 1.279 6.659 -0.41 0.18 0.13
H -5.027 0.913 4.003 0.59 0.15 -0.52
H -5.045 -0.247 0.817 0.28 0.50 0.11
H -1.234 -5.750 -0.271 -0.64 -0.17 -0.14
H -1.180 7.446 -2.921 0.31 -0.25 0.33
H 0.520 -2.270 -4.389 -0.12 0.33 -0.19
H -6.794 -3.868 -0.322 -0.33 -0.25 0.03
H 2.726 -3.408 -4.321 -0.26 0.15 0.65
H -0.358 -0.412 -7.543 0.35 0.15 -0.08
H 5.279 1.667 -5.345 1.38 0.19 -0.66
H 2.172 -0.079 -2.925 0.33 0.07 -0.85
H 3.404 -4.560 -2.178 -0.17 -0.33 -0.37
H -2.042 1.072 7.080 -0.86 0.25 -1.00
H -0.047 0.912 6.261 0.15 -0.53 0.52
H 2.877 -3.747 3.553 0.35 -0.16 0.50
H 6.451 -0.615 2.257 -0.92 0.48 -0.35
H -5.505 -5.679 -1.135 -0.23 -0.47 0.08
H -4.014 1.307 2.520 -0.21 -0.38 0.22
H 1.624 -5.433 4.949 -0.03 -0.30 -0.16
H 6.380 3.299 0.473 0.56 0.31 0.02
H 4.007 3.335 0.422 0.19 -0.80 0.30
H 3.949 -0.736 1.914 -0.36 0.39 0.38
H -2.654 0.593 -7.953 0.70 -0.52 0.77
H -3.256 -6.971 -0.930 -0.31 -0.80 -0.55
H 4.116 3.903 -5.150 -0.29 -0.84 0.23
H -0.984 -2.338 -2.473 -0.57 0.27 0.25
H -1.633 -1.365 4.730 0.44 -0.05 0.25
H 1.890 4.037 -4.244 -0.04 -0.33 -0.04
H 1.934 2.133 7.436 -0.35 -0.15 -1.23
H -3.379 -1.450 4.817 0.63 0.67 -0.38
H -1.414 -5.690 1.944 -0.46 -0.06 -0.19
H -0.178 3.983 -5.177 -0.27 -0.32 0.10
H 1.873 -4.815 -0.278 -0.20 0.79 -0.60
H -0.618 6.417 -5.009 0.11 0.08 -0.42
H -1.086 6.163 -0.803 -0.29 -0.05 0.27
H 1.958 -2.946 1.505 -0.48 -0.27 0.33
H -4.429 2.543 3.659 0.35 -0.40 0.29
H -3.777 1.767 -6.159 0.40 -0.36 -0.11
H 4.410 -0.247 -4.300 -0.36 -0.26 0.24
H -2.537 2.615 6.377 -0.58 -0.95 -0.14
H 0.940 0.384 -5.516 -0.99 0.21 -0.01
H 3.295 3.585 5.979 -0.32 0.39 0.30
H 2.230 4.713 3.978 -0.42 -0.60 0.37
H -2.650 2.319 -3.982 -0.02 -0.21 -0.45
H -0.328 -6.615 3.909 -0.12 0.10 0.31
```
Positions in Å, forces in eV/Å.

Values from the calculation:
Calculated total energy   -154356.0235 eV
HOMO-LUMO gap (spin up / spin down)   6.79 / 6.82 eV
Total charge   +1
Lowest unoccupied orbital energy (spin up / spin down)   -2.76 / -2.72 eV
Multiplicity   4
E_HOMO (spin up / spin down)   -0.3509 / -0.3509 hartree



Q: Which of these has the highest multiplicity?
A: C56H47Cl2ErFINO2P2Si



Q: Among the records above, which one has the highest multiplicity?
A: C56H47Cl2ErFINO2P2Si



Q: Which value of total charge does entry 2 give?
A: +1